The following is a quantum chemistry calculation of an isolated molecule of C7H13N3O2 at a distorted geometry, from the OMol25 dataset.

Values from the calculation:
E ... -589.0432 hartree
Molecular weight ... 171.20 g mol⁻¹
F_max ... 4.78 eV Å⁻¹
ΔE to the lowest compared entry with this formula, charge and spin ... 657.4 kJ/mol
Net charge ... 0
Kohn-Sham gap ... 8.23 eV

Geometry as XYZ:
```
25
C7H13N3O2 (wB97M-V/def2-TZVPD)
C 0.255 0.303 0.207
C -0.976 0.988 -1.586
C -0.098 -1.772 1.468
C 1.902 -0.338 1.934
C 1.595 -1.584 -0.280
C -3.317 0.601 -2.042
C 0.974 -0.823 0.877
N -0.700 0.080 -0.722
N 0.689 1.564 0.325
N 0.086 2.455 -0.381
O 0.985 3.367 -0.938
O -1.950 1.287 -2.319
H -0.769 -2.150 0.683
H 0.296 -2.696 2.199
H -0.665 -1.068 2.137
H 1.422 -0.422 2.892
H 2.793 -1.024 2.109
H 2.111 0.698 1.708
H 2.206 -2.300 0.278
H 0.943 -2.016 -1.070
H 2.384 -0.796 -0.545
H -4.028 1.131 -2.532
H -3.512 0.611 -0.871
H -3.194 -0.409 -2.637
H 0.570 4.314 -0.896
```


The following is a quantum chemistry calculation of a 8-piece molecular cluster, C27H51F3N9O16S overall at a distorted geometry, from the OMol25 dataset.

Values from the calculation:
E ... -3452.8250 hartree
Molecular weight ... 846.81 g mol⁻¹
F_max ... 2.08 eV Å⁻¹
Net charge ... +1
Kohn-Sham gap ... 8.96 eV

Geometry as XYZ:
```
107
C27H51F3N9O16S (wB97M-V/def2-TZVPD)
C 4.013 -2.613 -0.752
C 3.032 -2.031 -0.373
C 1.835 -1.339 0.089
N 0.573 -1.989 -0.285
C 0.151 -3.295 0.007
S 1.079 -4.522 0.890
C 1.807 -3.759 2.297
O 0.162 -5.517 1.376
O 2.133 -5.034 0.060
C -1.114 -3.421 -0.482
C -1.990 -4.620 -0.366
C -1.822 -5.582 -1.580
C -1.033 -6.794 -1.257
F -1.634 -7.776 -0.559
C 0.229 -6.973 -1.618
F 1.014 -7.876 -1.111
F 0.828 -6.278 -2.558
N -1.444 -2.214 -1.066
C -2.715 -1.764 -1.708
C -3.596 -1.054 -0.660
C -3.480 -2.807 -2.509
C -2.759 -3.335 -3.762
C -0.411 -1.367 -0.925
C -0.429 0.051 -1.375
C -0.134 0.295 -2.886
C 0.276 -0.919 -3.719
C 1.746 -1.313 -3.415
C 0.153 -0.563 -5.210
H 4.850 -3.228 -0.991
H 1.837 -0.327 -0.309
H 1.833 -1.231 1.174
H 1.046 -3.326 2.945
H 2.553 -3.023 2.010
H 2.309 -4.560 2.837
H -1.660 -5.162 0.517
H -3.027 -4.354 -0.187
H -2.786 -5.828 -2.027
H -1.260 -5.069 -2.360
H -2.409 -1.010 -2.432
H -3.748 -0.020 -0.963
H -4.586 -1.495 -0.579
H -3.104 -1.003 0.310
H -3.873 -3.611 -1.892
H -4.364 -2.274 -2.863
H -3.109 -2.819 -4.654
H -2.984 -4.390 -3.910
H -1.674 -3.264 -3.695
H 0.217 0.683 -0.771
H -1.438 0.411 -1.177
H -0.969 0.812 -3.361
H 0.700 0.998 -2.937
H -0.378 -1.775 -3.556
H 1.840 -2.362 -3.135
H 2.372 -1.097 -4.278
H 2.143 -0.706 -2.600
H 0.534 -1.401 -5.793
H -0.903 -0.465 -5.470
H 0.704 0.349 -5.430
C -2.871 -9.574 -2.920
N -4.284 -9.660 -3.381
O -4.918 -10.649 -3.094
O -4.702 -8.712 -4.017
H -2.630 -10.474 -2.367
H -2.247 -9.475 -3.803
H -2.795 -8.697 -2.289
C -4.969 3.380 1.126
N -4.938 2.148 0.297
O -5.017 1.071 0.853
O -4.833 2.290 -0.907
H -5.067 3.086 2.164
H -4.039 3.912 0.949
H -5.826 3.974 0.802
C 3.617 2.204 1.151
N 2.212 2.631 0.911
O 1.448 1.843 0.364
O 1.903 3.737 1.270
H 3.749 1.194 0.778
H 4.262 2.905 0.628
H 3.790 2.255 2.222
C -9.718 4.717 0.122
N -8.415 4.364 0.747
O -8.351 3.353 1.411
O -7.483 5.123 0.547
H -10.439 3.954 0.388
H -10.008 5.689 0.507
H -9.560 4.758 -0.952
C 4.022 6.780 2.632
N 4.846 5.553 2.513
O 5.107 4.938 3.526
O 5.209 5.234 1.399
H 3.783 6.928 3.677
H 4.597 7.604 2.241
H 3.120 6.629 2.045
C 8.668 7.967 3.682
N 7.318 8.563 3.882
O 6.362 7.977 3.398
O 7.252 9.586 4.517
H 8.557 7.059 3.102
H 9.271 8.702 3.158
H 9.077 7.760 4.667
C 5.228 7.632 6.688
N 5.626 7.276 8.076
O 6.803 7.071 8.289
O 4.740 7.214 8.900
H 6.115 7.647 6.070
H 4.528 6.875 6.347
H 4.760 8.611 6.721
```


The following is a quantum chemistry calculation of a 7-piece molecular cluster, C5H24N2O7 overall at a distorted geometry, from the OMol25 dataset.

Values from the calculation:
E ... -840.9625 hartree
Molecular weight ... 224.25 g mol⁻¹
F_max ... 5.12 eV Å⁻¹
ΔE to the lowest compared entry with this formula, charge and spin ... 485.9 kJ/mol
Net charge ... 0
Kohn-Sham gap ... 8.44 eV

Geometry as XYZ:
```
38
C5H24N2O7 (wB97M-V/def2-TZVPD)
N 1.666 0.025 2.287
C 0.267 -0.049 1.866
C -0.474 1.056 1.852
C -1.913 1.308 1.407
C -2.521 0.475 0.320
N -3.948 0.867 0.183
C -1.818 0.842 -1.011
O -2.293 -0.042 -1.889
H 2.097 -0.971 2.605
H 1.865 0.743 2.941
H -0.022 -0.854 1.292
H -0.209 1.995 2.266
H -2.463 1.128 2.347
H -2.094 2.336 1.292
H -2.208 -0.549 0.622
H -4.483 0.036 0.598
H -4.107 0.872 -0.841
H -0.765 0.672 -0.601
H -2.019 1.899 -1.161
H -2.072 0.039 -2.783
O 3.145 -2.265 0.072
H 2.346 -1.878 -0.084
H 3.015 -2.481 1.036
O 1.303 -0.206 -3.330
H 0.970 0.768 -2.895
H 2.095 -0.324 -2.839
O 1.068 2.790 -1.421
H 1.864 2.434 -1.114
H 0.259 2.312 -1.434
O 0.166 -2.693 1.760
H 1.040 -3.128 1.702
H -0.036 -2.565 0.897
O 3.278 0.466 -0.827
H 2.902 0.203 0.006
H 3.910 -0.232 -1.005
O 0.299 -1.770 -1.095
H 0.612 -1.734 -2.027
H -0.720 -1.524 -0.993
```


The following is a quantum chemistry calculation of a 9-piece molecular cluster, C26H74N4O9 overall at a distorted geometry, from the OMol25 dataset.

Values from the calculation:
E ... -1931.0973 hartree
Molecular weight ... 586.90 g mol⁻¹
F_max ... 1.40 eV Å⁻¹
ΔE to the lowest compared entry with this formula, charge and spin ... 0.0 kJ/mol
Net charge ... 0
Kohn-Sham gap ... 9.75 eV

Geometry as XYZ:
```
113
C26H74N4O9 (wB97M-V/def2-TZVPD)
C -6.407 1.122 -4.096
O -5.730 0.774 -2.912
C -5.360 -0.580 -2.805
C -4.664 -0.781 -1.478
C -4.178 -2.207 -1.313
N -5.539 -0.393 -0.348
H -7.418 0.703 -4.108
H -5.843 0.812 -4.983
H -6.479 2.208 -4.106
H -6.215 -1.272 -2.870
H -4.690 -0.805 -3.649
H -3.809 -0.096 -1.433
H -3.438 -2.464 -2.072
H -5.007 -2.919 -1.338
H -3.695 -2.327 -0.340
H -6.363 -0.994 -0.377
H -5.895 0.537 -0.551
C 3.948 3.495 3.715
O 2.921 3.113 2.841
C 2.179 4.207 2.332
C 2.915 5.052 1.301
C 2.220 6.401 1.135
N 3.018 4.320 0.023
H 4.396 2.586 4.117
H 3.544 4.049 4.574
H 4.736 4.063 3.218
H 1.276 3.799 1.867
H 1.848 4.818 3.184
H 3.924 5.248 1.662
H 2.036 6.892 2.093
H 1.257 6.279 0.628
H 2.817 7.071 0.515
H 3.727 4.803 -0.522
H 2.161 4.463 -0.508
C 6.963 0.390 1.950
O 5.837 -0.084 1.252
C 4.721 0.764 1.407
C 3.557 0.220 0.609
C 3.901 -0.042 -0.839
N 2.396 1.122 0.671
H 7.253 1.386 1.589
H 7.772 -0.312 1.757
H 6.786 0.444 3.031
H 4.444 0.843 2.467
H 4.973 1.773 1.036
H 3.245 -0.726 1.070
H 3.032 -0.461 -1.353
H 4.727 -0.742 -0.933
H 4.144 0.895 -1.350
H 2.619 1.989 0.168
H 2.283 1.527 1.603
C 0.614 -3.114 2.216
O 0.363 -4.320 2.906
C 0.989 -5.423 2.283
C 0.876 -6.650 3.169
C 1.491 -6.426 4.531
N 1.517 -7.831 2.539
H 0.236 -3.156 1.192
H 1.695 -2.913 2.143
H 0.174 -2.302 2.788
H 0.489 -5.618 1.320
H 2.045 -5.192 2.076
H -0.175 -6.928 3.276
H 2.584 -6.429 4.461
H 1.218 -7.225 5.220
H 1.167 -5.470 4.937
H 1.309 -7.837 1.542
H 2.527 -7.693 2.565
C 0.813 2.879 -2.840
C 0.161 4.163 -2.382
O 1.173 5.185 -2.484
H 1.075 3.024 -3.889
H 0.137 2.038 -2.738
H 1.734 2.642 -2.304
H -0.238 4.107 -1.362
H -0.661 4.389 -3.064
H 0.786 6.052 -2.331
C -3.508 -0.212 4.186
C -3.734 -0.365 2.711
O -4.967 -1.043 2.486
H -4.377 0.210 4.689
H -2.688 0.502 4.342
H -3.206 -1.136 4.674
H -2.909 -0.924 2.252
H -3.741 0.608 2.201
H -5.141 -1.006 1.532
C -0.972 1.147 -0.285
C -0.858 -0.182 0.425
O 0.399 -0.774 0.162
H -1.000 0.975 -1.364
H -0.169 1.824 -0.003
H -1.911 1.681 -0.085
H -1.640 -0.909 0.204
H -0.962 -0.009 1.509
H 1.131 -0.142 0.348
C -1.550 0.996 -5.307
C -2.726 1.274 -4.413
O -2.469 2.460 -3.636
H -1.697 0.042 -5.811
H -0.622 1.041 -4.743
H -1.503 1.778 -6.068
H -2.982 0.460 -3.731
H -3.632 1.443 -5.010
H -2.999 2.377 -2.838
C -0.076 -4.386 -3.148
C -0.148 -3.513 -1.914
O 0.432 -2.250 -2.197
H -0.372 -3.813 -4.029
H -0.821 -5.182 -3.059
H 0.915 -4.805 -3.303
H 0.364 -3.992 -1.071
H -1.201 -3.371 -1.629
H 0.397 -1.716 -1.384
```


The following is a quantum chemistry calculation of C41H44BrFN3O5S3Y as an isolated structure at a distorted geometry, from the OMol25 dataset.

Values from the calculation:
E ... -6036.3009 hartree
Molecular weight ... 942.83 g mol⁻¹
F_max ... 1.02 eV Å⁻¹
ΔE to the lowest compared entry with this formula, charge and spin ... 0.0 kJ/mol
Net charge ... -2
Kohn-Sham gap ... 5.13 eV

Geometry as XYZ:
```
99
C41H44BrFN3O5S3Y (wB97M-V/def2-TZVPD)
Y -0.074 -0.314 -0.611
O -2.201 4.493 4.280
C -1.788 3.529 3.407
C -2.646 2.555 2.915
C -2.138 1.629 2.025
N -0.861 1.601 1.635
C -0.072 2.541 2.116
Br 1.734 2.524 1.547
C -0.466 3.535 3.002
H -3.146 4.385 4.425
H -3.695 2.528 3.187
H -2.785 0.902 1.553
H 0.227 4.285 3.353
S -4.911 -0.762 -1.828
C -3.255 -0.435 -1.743
S -2.652 1.021 -1.011
S -2.056 -1.536 -2.298
C 6.389 0.804 -1.823
C 5.046 0.719 -1.118
C 5.114 1.169 0.332
O 4.089 1.517 -1.792
C 3.153 0.631 -2.434
C 3.177 -0.532 -1.443
O 4.593 -0.618 -1.202
C 2.515 -1.889 -1.799
O 1.164 -1.708 -1.648
C 3.029 -2.983 -0.827
C 2.132 -3.547 0.070
C 2.529 -4.545 0.951
C 3.837 -5.002 0.950
C 4.744 -4.450 0.054
C 4.342 -3.454 -0.824
C 2.819 -2.348 -3.237
C 1.768 -2.867 -3.987
C 1.972 -3.303 -5.287
C 3.228 -3.211 -5.872
C 4.280 -2.679 -5.138
C 4.078 -2.258 -3.830
C 1.806 1.369 -2.683
O 0.981 1.263 -1.594
C 2.110 2.855 -2.973
C 3.025 3.252 -3.945
C 3.252 4.594 -4.204
C 2.557 5.568 -3.496
C 1.638 5.180 -2.533
C 1.418 3.832 -2.273
C 1.110 0.852 -3.971
C -0.277 0.954 -4.027
C -0.980 0.573 -5.159
C -0.306 0.096 -6.274
C 1.078 0.006 -6.239
C 1.778 0.381 -5.101
H 6.773 1.825 -1.775
H 6.261 0.522 -2.869
H 7.106 0.127 -1.356
H 5.342 2.235 0.383
H 5.882 0.607 0.867
H 4.150 0.991 0.810
H 3.598 0.301 -3.374
H 2.690 -0.198 -0.521
H 1.115 -3.184 0.069
H 1.806 -4.961 1.644
H 4.149 -5.780 1.639
H 5.772 -4.794 0.038
H 5.066 -3.036 -1.508
H 0.784 -2.884 -3.536
H 1.134 -3.689 -5.856
H 3.382 -3.536 -6.894
H 5.264 -2.587 -5.585
H 4.901 -1.827 -3.274
H 3.570 2.501 -4.506
H 3.973 4.882 -4.961
H 2.729 6.619 -3.699
H 1.085 5.928 -1.977
H 0.709 3.506 -1.523
H -0.818 1.318 -3.162
H -2.062 0.625 -5.147
H -0.854 -0.218 -7.155
H 1.622 -0.385 -7.091
H 2.854 0.273 -5.116
C -3.277 -3.478 2.949
C -3.817 -2.674 1.767
C -4.354 -1.321 2.255
C -4.948 -3.437 1.081
N -2.777 -2.548 0.750
N -1.610 -1.821 1.088
H -4.078 -3.698 3.659
H -2.498 -2.927 3.481
H -2.851 -4.418 2.594
H -5.188 -1.465 2.948
H -4.701 -0.728 1.404
H -3.586 -0.756 2.792
H -5.794 -3.566 1.762
H -4.595 -4.417 0.757
H -5.285 -2.889 0.197
H -3.154 -2.151 -0.107
H -0.870 -2.452 1.375
H -1.726 -1.144 1.838
F 0.909 -0.778 1.209
```


The following is a quantum chemistry calculation of a 2-piece molecular cluster, FH6N4P overall at a distorted geometry, from the OMol25 dataset.

Values from the calculation:
E ... -663.7042 hartree
Molecular weight ... 112.05 g mol⁻¹
F_max ... 3.18 eV Å⁻¹
ΔE to the lowest compared entry with this formula, charge and spin ... 254.8 kJ/mol
Net charge ... 0
Kohn-Sham gap (spin up / spin down) ... 8.34 / 7.34 eV

Geometry as XYZ:
```
12
FH6N4P (wB97M-V/def2-TZVPD)
N -1.843 -0.917 -0.418
N 1.360 1.687 -0.501
N -1.433 -0.500 0.850
N 1.652 0.715 0.510
F 1.044 -1.377 -0.937
P 1.340 -0.958 0.593
H -2.310 -0.158 -0.981
H -2.244 -1.840 -0.689
H 0.542 1.286 -1.082
H 0.891 2.423 -0.060
H -1.369 -1.373 1.540
H 2.371 1.011 1.176
```


The following is a quantum chemistry calculation of C4H3IN3PtS4Sb as an isolated structure at a distorted geometry, from the OMol25 dataset.

Values from the calculation:
E ... -2568.5546 hartree
Molecular weight ... 665.10 g mol⁻¹
F_max ... 2.41 eV Å⁻¹
Net charge ... -2
Kohn-Sham gap ... 4.28 eV

Geometry as XYZ:
```
17
C4H3IN3PtS4Sb (wB97M-V/def2-TZVPD)
Pt 0.262 -0.292 -0.017
S 0.356 -1.797 4.910
Sb -0.042 -2.419 2.735
S -1.441 -0.831 1.444
S 3.105 -1.316 -0.415
S -0.883 -4.553 2.569
I 1.426 2.954 -5.245
C 1.551 2.100 -3.327
C 2.711 1.918 -2.610
N 2.345 1.416 -1.389
N 0.985 1.212 -1.363
C 0.497 1.651 -2.539
H 3.728 2.134 -2.856
H 2.880 0.642 -0.922
H -0.553 1.649 -2.762
N 1.731 -2.329 1.607
C 1.810 -1.573 0.627
```


The following is a quantum chemistry calculation of an isolated molecule of C19H18N4O4S at a distorted geometry, from the OMol25 dataset.

Values from the calculation:
E ... -1653.0271 hartree
Molecular weight ... 398.44 g mol⁻¹
F_max ... 3.51 eV Å⁻¹
ΔE to the lowest compared entry with this formula, charge and spin ... 0.0 kJ/mol
Net charge ... 0
Kohn-Sham gap ... 9.05 eV

Geometry as XYZ:
```
46
C19H18N4O4S (wB97M-V/def2-TZVPD)
C 2.963 2.905 -4.293
N 2.589 2.804 -2.874
C 2.752 1.733 -2.041
C 2.165 2.068 -0.877
C 2.010 1.211 0.333
N 1.936 2.100 1.499
C 1.210 1.734 2.604
O 1.270 2.416 3.590
N 0.429 0.669 2.620
C 0.348 -0.307 1.526
C -1.087 -0.793 1.559
C -2.188 0.024 1.835
C -3.492 -0.438 1.819
C -3.779 -1.796 1.561
C -5.178 -2.293 1.668
O -6.031 -1.533 2.116
O -5.474 -3.504 1.194
C -2.688 -2.668 1.316
O -2.879 -4.017 1.051
C -1.361 -2.156 1.321
C 0.748 0.342 0.173
C 0.927 -0.724 -0.851
C 2.021 -1.673 -0.974
C 1.750 -2.630 -1.924
S 0.213 -2.399 -2.759
C -0.103 -0.964 -1.755
C 1.662 3.437 -1.058
N 1.896 3.823 -2.273
H 2.196 2.399 -4.921
H 3.081 3.927 -4.614
H 3.945 2.431 -4.441
H 3.269 0.814 -2.300
H 2.900 0.615 0.492
H 2.742 2.689 1.705
H 0.013 0.501 3.548
H 1.027 -1.124 1.742
H -2.081 1.085 2.087
H -4.273 0.296 2.097
H -6.446 -3.597 1.307
H -3.838 -4.179 0.859
H -0.599 -2.849 1.097
H -0.074 1.018 -0.089
H 2.929 -1.568 -0.437
H 2.444 -3.454 -2.179
H -1.055 -0.425 -1.767
H 1.191 4.052 -0.291
```


The following is a quantum chemistry calculation of C7H4FeN2O4 as an isolated structure at a distorted geometry, from the OMol25 dataset.

Values from the calculation:
E ... -1942.5790 hartree
Molecular weight ... 235.96 g mol⁻¹
Expectation value of S² ... 6.03
F_max ... 10.04 eV Å⁻¹
Spin multiplicity ... 5
Net charge ... +2
Kohn-Sham gap (spin up / spin down) ... 8.17 / 6.86 eV

Geometry as XYZ:
```
18
C7H4FeN2O4 (wB97M-V/def2-TZVPD)
O 0.420 -3.003 -0.529
C -0.035 -2.046 -0.055
Fe 0.284 -0.230 0.647
O -2.834 0.179 -2.514
C -1.985 -0.105 -1.816
C 1.323 0.156 -0.929
O 2.366 0.301 -1.442
C -0.003 1.635 0.084
O 0.233 2.768 0.117
N -1.444 0.265 4.077
C -1.605 -1.137 4.033
C -1.137 -1.533 2.816
N -0.651 -0.403 2.135
C -0.916 0.681 2.909
H -1.613 0.912 4.851
H -1.954 -1.785 4.830
H -0.995 -2.516 2.401
H -0.550 1.674 2.664
```


The following is a quantum chemistry calculation of C4H7N3O2 as an isolated structure at a distorted geometry, from the OMol25 dataset.

Values from the calculation:
E ... -471.1578 hartree
Molecular weight ... 129.12 g mol⁻¹
F_max ... 8.58 eV Å⁻¹
ΔE to the lowest compared entry with this formula, charge and spin ... 644.0 kJ/mol
Net charge ... 0
Kohn-Sham gap ... 8.91 eV

Geometry as XYZ:
```
16
C4H7N3O2 (wB97M-V/def2-TZVPD)
C 1.001 1.340 1.402
C -1.037 0.237 1.249
C -0.452 -0.930 -0.835
C 0.332 0.285 -2.632
H 1.425 2.287 0.749
H 1.251 1.756 2.437
H 1.544 0.442 1.114
H -1.951 0.187 1.715
H -0.155 -2.824 1.038
H -0.635 -1.979 -1.259
H 0.385 1.345 -3.224
N -0.526 1.372 1.327
N -0.538 -0.993 0.555
N -0.086 0.248 -1.385
O -1.085 -2.041 1.064
O 0.528 -0.734 -3.313
```